(P)
DFT (ωB97M-V with the def2-TZVPD basis set) results for the molecule C4H4O2.

Each line ends with the natural charge from an NBO analysis.
Geometry (Å):
C1 -1.454 0.197 -0.189  0.28
C2 -0.947 1.272 0.543  0.17
C3 -0.065 0.205 -0.483  0.40
C4 1.131 -0.663 -0.380  -0.70
O1 -2.436 -1.101 0.119  -0.71
O2 0.104 1.586 -0.323  -0.47
H1 -0.817 1.346 1.641  0.24
H2 1.810 -0.355 0.371  0.25
H3 1.759 -0.844 -1.344  0.27
H4 0.915 -1.641 0.044  0.27

Summary:
Orbital gap (alpha / beta), eV: 8.005 / 8.005
E_HOMO (alpha / beta), eV: -8.6087 / -8.6083
E_LUMO (alpha / beta), eV: -0.6 / -0.6



(Q)
DFT (ωB97M-V with the def2-TZVPD basis set) results for the molecule C4H4O2.

Each line ends with the natural charge from an NBO analysis.
Geometry (Å):
O1 -0.656 1.677 0.317  -0.68
C1 -0.228 0.395 0.646  -0.07
C2 -1.053 -0.657 -0.088  0.43
O2 -1.751 -0.323 -1.017  -0.53
C3 1.113 0.039 0.155  -0.04
C4 2.047 -0.427 -0.444  -0.21
H1 -1.130 1.592 -0.529  0.49
H2 -0.299 0.255 1.730  0.22
H3 -0.913 -1.711 0.209  0.14
H4 2.870 -0.840 -0.978  0.24

Summary:
Orbital gap, eV: 10.972
E_HOMO, eV: -10.3242
E_LUMO, eV: 0.6



(Q) wins, 0.1741 hartree ahead of the next structure.



(P)
DFT (ωB97M-V with the def2-TZVPD basis set) results for the molecule C2H2O2.

Each line ends with the natural charge from an NBO analysis.
Geometry (Å):
C1 -0.746 0.302 -0.232  0.33
C2 0.063 -0.652 0.621  0.32
H1 -1.819 0.184 -0.252  0.12
H2 -0.211 -0.796 1.702  0.14
O1 -0.342 1.391 -0.600  -0.45
O2 1.108 -1.053 0.126  -0.45

Summary:
Orbital gap, eV: 9.694
E_HOMO, eV: -10.1377
E_LUMO, eV: -0.4



(Q)
DFT (ωB97M-V with the def2-TZVPD basis set) results for C2H2O2 as an isolated structure.

Each line ends with the natural charge from an NBO analysis.
Geometry (Å):
C1 0.257 -0.585 -0.566  0.32
C2 -0.419 0.302 0.471  0.35
O1 1.212 -0.654 0.162  -0.45
O2 -0.477 1.446 0.080  -0.54
H1 0.276 -0.392 -1.585  0.16
H2 -0.849 -0.118 1.438  0.17

Summary:
Orbital gap, eV: 9.612
E_HOMO, eV: -9.6731
E_LUMO, eV: -0.1



(R)
DFT (ωB97M-V with the def2-TZVPD basis set) results for C2H2O2 as an isolated structure.

Each line ends with the natural charge from an NBO analysis.
Geometry (Å):
O1 -1.204 0.099 -1.337  -0.52
C1 -0.851 0.112 -0.208  0.59
C2 0.955 -0.426 0.297  0.12
O2 0.424 0.748 0.178  -0.47
H1 -1.373 -0.206 0.693  0.16
H2 2.049 -0.326 0.376  0.12

Summary:
Orbital gap, eV: 9.562
E_HOMO, eV: -9.5352
E_LUMO, eV: 0.0



(S)
DFT (ωB97M-V with the def2-TZVPD basis set) results for the molecule C2H2O2.

Each line ends with the natural charge from an NBO analysis.
Geometry (Å):
C1 0.614 0.489 -0.477  0.82
C2 -0.473 -0.223 0.138  -0.17
O1 1.665 0.894 -0.673  -0.36
O2 0.326 -0.482 1.186  -0.69
H1 -1.364 0.409 0.321  0.20
H2 -0.767 -1.087 -0.496  0.20

Summary:
Orbital gap, eV: 9.753
E_HOMO, eV: -9.5261
E_LUMO, eV: 0.2



(P) wins, 0.0408 hartree ahead of the next structure.



(P)
DFT (ωB97M-V with the def2-TZVPD basis set) results for the molecule CH3N5.

Each line ends with the natural charge from an NBO analysis.
Geometry (Å):
C1 0.792 -0.038 -0.136  0.51
H1 2.505 0.773 0.051  0.34
H2 -0.289 2.022 -0.134  0.44
H3 0.043 -1.932 -0.122  0.41
N1 2.039 -0.174 0.148  -0.77
N2 -0.096 1.048 -0.065  -0.44
N3 -1.337 0.600 0.082  -0.05
N4 -1.467 -0.664 0.099  -0.02
N5 -0.140 -0.901 -0.118  -0.43

Summary:
Orbital gap, eV: 9.761
E_HOMO, eV: -8.8409
E_LUMO, eV: 0.9



(Q)
DFT (ωB97M-V with the def2-TZVPD basis set) results for the molecule CH3N5.

Each line ends with the natural charge from an NBO analysis.
Geometry (Å):
C1 0.308 0.599 -0.475  0.46
H1 1.712 1.793 -0.056  0.33
H2 -1.082 -1.866 0.935  0.41
H3 0.659 -0.226 1.555  0.43
N1 1.095 1.575 -0.819  -0.72
N2 -0.789 0.225 -1.302  -0.25
N3 -1.389 -0.731 -0.759  0.04
N4 -0.772 -1.134 0.293  -0.23
N5 0.258 -0.236 0.628  -0.48

Summary:
Orbital gap, eV: 9.016
E_HOMO, eV: -8.5614
E_LUMO, eV: 0.5



(R)
DFT (ωB97M-V with the def2-TZVPD basis set) results for the molecule CH3N5.

Each line ends with the natural charge from an NBO analysis.
Geometry (Å):
C1 0.713 -0.440 0.005  0.47
H1 2.435 0.422 -0.023  0.33
H2 -2.245 0.737 0.068  0.42
H3 0.139 1.634 0.030  0.42
N1 1.991 -0.500 -0.017  -0.73
N2 -0.155 -1.553 -0.014  -0.25
N3 -1.353 -1.153 0.004  0.04
N4 -1.400 0.182 -0.047  -0.24
N5 -0.124 0.671 -0.006  -0.46

Summary:
Orbital gap, eV: 9.010
E_HOMO, eV: -8.4859
E_LUMO, eV: 0.5



(R) wins, 0.0060 hartree ahead of the next structure.



(P)
DFT (ωB97M-V with the def2-TZVPD basis set) results for C4H8N2 as an isolated structure.

Each line ends with the natural charge from an NBO analysis.
Geometry (Å):
C1 -0.085 -1.019 1.208  -0.54
C2 0.085 -0.262 -0.089  -0.06
C3 -0.882 -0.730 -1.204  -0.58
C4 -0.138 1.188 0.213  0.28
H1 -0.032 -2.385 1.355  0.22
H2 0.584 -0.845 1.923  0.20
H3 -1.291 -0.853 1.760  0.22
H4 -0.985 -2.039 -1.234  0.21
H5 -0.478 -0.598 -2.130  0.21
H6 -1.854 -0.164 -0.902  0.24
H7 1.703 -1.601 -0.725  0.31
H8 1.955 -0.036 -1.228  0.39
N1 1.473 -0.318 -0.397  -0.80
N2 -0.541 2.241 0.456  -0.31

Summary:
Orbital gap, eV: 10.739
E_HOMO, eV: -10.1453
E_LUMO, eV: 0.6



(Q)
DFT (ωB97M-V with the def2-TZVPD basis set) results for the molecule C4H8N2.

Each line ends with the natural charge from an NBO analysis.
Geometry (Å):
C1 0.089 -0.845 -0.366  0.15
N1 0.639 -0.635 -1.624  -0.81
N2 -0.364 1.919 0.467  -0.82
C2 0.809 -0.166 0.737  -0.36
C3 0.550 1.088 1.101  0.03
C4 -0.965 -1.632 -0.152  -0.52
H1 0.051 -0.890 -2.404  0.37
H2 1.125 0.240 -1.741  0.38
H3 -1.041 1.417 -0.092  0.38
H4 -0.788 2.617 1.058  0.38
H5 1.585 -0.725 1.235  0.22
H6 1.105 1.564 1.898  0.19
H7 -1.315 -1.832 0.843  0.21
H8 -1.481 -2.121 -0.961  0.19

Summary:
Orbital gap, eV: 9.228
E_HOMO, eV: -8.1408
E_LUMO, eV: 1.1



(Q) wins, 0.1453 hartree ahead of the next structure.



(P)
DFT (ωB97M-V with the def2-TZVPD basis set) results for the molecule C4H8N2.

Each line ends with the natural charge from an NBO analysis.
Geometry (Å):
C1 -1.263 1.297 0.046  -0.66
C2 -1.187 -0.229 0.084  -0.30
C3 -2.243 -1.132 0.114  -0.24
C4 0.117 -0.660 -0.149  0.15
H1 -0.713 1.721 0.882  0.20
H2 -2.369 1.472 -0.004  0.26
H3 -0.746 1.731 -0.818  0.20
H4 0.946 1.188 0.023  0.41
H5 -1.805 -2.191 -0.290  0.09
H6 0.249 -1.779 -0.140  0.22
H7 2.336 -0.989 0.902  0.37
H8 3.100 -0.453 -0.649  0.38
N1 1.108 0.184 -0.208  -0.41
N2 2.471 -0.162 0.207  -0.66

Summary:
Orbital gap, eV: 7.521
E_HOMO, eV: -7.4925
E_LUMO, eV: 0.0



(Q)
DFT (ωB97M-V with the def2-TZVPD basis set) results for the molecule C4H8N2.

Each line ends with the natural charge from an NBO analysis.
Geometry (Å):
C1 1.790 0.704 0.034  -0.29
C2 0.685 -0.212 0.562  -0.09
C3 -0.532 -0.037 -0.227  -0.12
C4 -1.838 -0.682 0.059  -0.26
H1 2.649 1.013 0.729  0.21
H2 1.645 1.379 -0.816  0.20
H3 1.634 -1.129 -0.950  0.34
H4 0.632 -0.311 1.713  0.21
H5 -0.346 0.126 -1.264  0.19
H6 -2.462 -0.820 -0.830  0.20
H7 -1.974 -1.291 1.010  0.21
H8 -2.060 1.303 -0.413  0.34
N1 1.869 -0.787 0.024  -0.56
N2 -1.692 0.744 0.369  -0.58

Summary:
Orbital gap, eV: 10.309
E_HOMO, eV: -9.3578
E_LUMO, eV: 1.0



(R)
DFT (ωB97M-V with the def2-TZVPD basis set) results for a 2-piece molecular cluster, C4H8N2 overall.

Each line ends with the natural charge from an NBO analysis.
Geometry (Å):
C1 -0.679 1.153 0.519  0.04
C2 0.108 -2.411 -0.797  -0.30
C3 1.171 -1.604 -0.169  -0.30
C4 -0.632 2.588 0.302  -0.66
N1 -0.467 0.381 -0.453  -0.25
N2 -0.145 -1.400 0.259  -0.25
H1 -0.874 0.823 1.478  0.18
H2 -0.139 -2.320 -1.824  0.22
H3 -0.070 -3.357 -0.338  0.21
H4 1.767 -2.055 0.661  0.19
H5 1.837 -0.813 -0.624  0.22
H6 0.394 3.052 0.668  0.24
H7 -0.998 2.842 -0.697  0.24
H8 -1.273 3.120 1.015  0.22

Summary:
Orbital gap (alpha / beta), eV: 9.571 / 9.571
E_HOMO (alpha / beta), eV: -8.8686 / -8.8680
E_LUMO (alpha / beta), eV: 0.7 / 0.7



(Q) wins, 0.0624 hartree ahead of the next structure.



(P)
DFT (ωB97M-V with the def2-TZVPD basis set) results for the molecule C4H8N2.

Each line ends with the natural charge from an NBO analysis.
Geometry (Å):
C1 -0.729 1.420 -0.170  -0.42
N1 0.063 0.317 0.347  -0.41
C2 -0.754 -0.758 0.883  -0.43
C3 0.903 -0.236 -0.696  -0.33
C4 1.950 -1.110 -0.139  0.28
N2 2.747 -1.824 0.297  -0.31
H1 -1.364 1.138 -1.030  0.17
H2 -0.066 2.235 -0.481  0.20
H3 -1.379 1.803 0.622  0.21
H4 -0.129 -1.439 1.471  0.22
H5 -1.224 -1.343 0.068  0.16
H6 -1.536 -0.353 1.528  0.21
H7 1.378 0.563 -1.273  0.24
H8 0.299 -0.854 -1.389  0.20

Summary:
Orbital gap, eV: 10.284
E_HOMO, eV: -9.4290
E_LUMO, eV: 0.9



(Q)
DFT (ωB97M-V with the def2-TZVPD basis set) results for the molecule C4H8N2.

Each line ends with the natural charge from an NBO analysis.
Geometry (Å):
C1 -0.170 1.541 0.930  -0.43
C2 0.251 1.195 -0.466  -0.15
C3 0.182 -0.315 -0.545  0.21
C4 0.687 -1.481 0.204  -0.68
N1 -0.841 1.184 -1.471  -0.44
N2 -1.049 -0.212 -1.174  -0.46
H1 0.599 1.400 1.677  0.17
H2 -1.148 1.188 1.227  0.17
H3 1.153 1.710 -0.797  0.20
H4 1.262 -2.123 -0.467  0.22
H5 -0.124 -2.078 0.629  0.22
H6 1.347 -1.153 1.004  0.24
H7 -1.646 1.743 -1.195  0.35
H8 -1.386 -0.835 -1.897  0.38

Summary:
Orbital gap (alpha / beta), eV: 8.609 / 6.527
E_HOMO (alpha / beta), eV: -7.6204 / -6.2103
E_LUMO (alpha / beta), eV: 1.0 / 0.3



(R)
DFT (ωB97M-V with the def2-TZVPD basis set) results for a 2-piece molecular cluster, C4H8N2 overall.

Each line ends with the natural charge from an NBO analysis.
Geometry (Å):
C1 1.462 -0.032 0.574  -0.70
C2 0.137 -0.022 -0.148  0.46
C3 -0.707 -1.272 -0.150  -0.69
N1 0.046 0.742 -1.257  -0.76
C4 -1.049 1.211 1.116  -0.05
N2 -2.064 1.654 0.741  -0.53
H1 1.253 0.578 1.444  0.28
H2 2.274 0.417 -0.006  0.23
H3 1.754 -1.034 0.901  0.23
H4 -0.419 -1.939 -0.979  0.24
H5 -1.752 -0.991 -0.264  0.25
H6 -0.576 -1.813 0.787  0.24
H7 -0.914 0.886 -1.552  0.41
H8 0.555 1.616 -1.208  0.39

Summary:
Orbital gap, eV: 9.677
E_HOMO, eV: -9.7533
E_LUMO, eV: -0.1



(P) wins, 0.0434 hartree ahead of the next structure.